(1)
DFT (ωB97M-V/def2-TZVPD) results for a single C6H9NO molecule at a distorted geometry.

Each line ends with the Löwdin spin population.
Atoms and positions in Å:
C (0.30543, -0.42480, -2.65297)  0.37
C (0.24569, -0.70773, -1.32263)  0.10
C (0.78922, 0.16497, -0.38953)  0.68
C (0.90727, 1.20800, 0.33640)  0.19
C (-0.12659, -2.03371, -0.87203)  0.01
C (-0.48898, 0.78121, 1.49350)  0.18
N (-0.48035, 1.72324, 2.51800)  0.10
O (1.43836, 2.23555, 0.82831)  0.31
H (-0.01258, -1.25153, -3.18933)  0.03
H (0.45570, 0.57823, -3.05060)  0.02
H (-1.10162, -2.02055, -0.36151)  -0.01
H (-0.19849, -2.76071, -1.69645)  0.00
H (0.53788, -2.61664, -0.13676)  0.00
H (-0.62448, 2.69197, 2.40200)  0.00
H (-1.49482, 0.87216, 0.94865)  0.01
H (-0.39047, -0.24287, 1.89205)  0.01
H (0.23883, 1.80320, 3.25290)  0.00

Output
Total charge: 0
Relative energy (zero: lowest compared OMol25 entry of this formula, charge and spin): 35.1 kcal/mol
HOMO level (alpha / beta): -6.53 / -8.53 eV
Molar mass: 111.1 g mol⁻¹
Multiplicity: 3


(2)
DFT (ωB97M-V/def2-TZVPD) results for 2 unconnected molecules or ions with the total composition C5H11N2.

Each line ends with the Löwdin charge.
Atoms and positions in Å:
C (0.31444, 1.14085, -1.58887)  -0.23
C (0.49374, 1.45271, -2.85686)  0.05
C (1.70460, -0.61836, -1.04488)  0.03
N (0.51716, -0.16883, -1.06129)  -0.07
H (-0.15367, 1.83135, -0.89308)  0.11
H (0.90252, 0.78161, -3.59931)  0.07
H (0.27212, 2.45874, -3.18959)  0.07
H (1.88232, -1.64506, -0.73630)  0.09
H (2.55112, 0.01058, -1.31017)  0.10
C (-0.51923, -0.67650, 2.24866)  -0.16
C (-1.10598, 0.06001, 3.16310)  0.07
N (-1.15458, -0.97480, 0.95797)  0.16
H (0.48910, -1.05316, 2.33155)  0.12
H (-0.56435, 0.22454, 4.08336)  0.08
H (-2.10127, 0.47652, 3.07804)  0.08
H (-2.05975, -0.50910, 0.88907)  0.16
H (-0.52880, -0.63572, 0.13501)  0.09
H (-1.31129, -1.97839, 0.85014)  0.17

Output
Total charge: +1
Relative energy (zero: lowest compared OMol25 entry of this formula, charge and spin): 45.8 kcal/mol
HOMO level: -13.34 eV
Molar mass: 99.2 g mol⁻¹


(3)
DFT (ωB97M-V/def2-TZVPD) results for a molecular structure, C32H47ClPPrSi4Te at a distorted geometry.

Each line ends with the Löwdin spin population.
Atoms and positions in Å:
C (1.51734, -0.93946, 1.07838)  0.00
C (2.47343, 0.05816, 0.65695)  0.00
C (2.01768, 1.33839, 1.14904)  -0.01
H (3.30936, -0.10762, -0.06709)  0.00
C (0.82280, 1.12736, 1.89767)  -0.01
C (0.48554, -0.24939, 1.82080)  -0.01
H (-0.44197, -0.71695, 2.23078)  0.00
H (1.47490, -2.00627, 0.74763)  0.00
H (2.47821, 2.32913, 0.91738)  0.00
H (0.17495, 1.92370, 2.33464)  0.00
Pr (0.40967, 0.45592, -0.58496)  2.05
Cl (-1.34315, 2.21634, -0.63523)  -0.01
P (1.89803, 2.97766, -2.82425)  0.00
C (2.57559, 4.60356, -2.32106)  0.00
C (3.82633, 5.09650, -2.71935)  0.00
H (4.45873, 4.49954, -3.36908)  0.00
C (4.26297, 6.34997, -2.28933)  0.00
H (5.23676, 6.71511, -2.60613)  0.00
C (3.45879, 7.13101, -1.46378)  0.00
H (3.80151, 8.10814, -1.13181)  0.00
C (2.21222, 6.65053, -1.06008)  0.00
H (1.58065, 7.25330, -0.41242)  0.00
C (1.77671, 5.39718, -1.47288)  0.00
H (0.81190, 5.01927, -1.14637)  0.00
C (3.35477, 2.21553, -3.62880)  0.00
C (4.26635, 1.54090, -2.79343)  0.00
H (4.07211, 1.49117, -1.72461)  0.00
C (5.40565, 0.94844, -3.32363)  0.00
H (6.10432, 0.43879, -2.66477)  0.00
C (5.64952, 0.99633, -4.69731)  0.00
H (6.53706, 0.52387, -5.11120)  0.00
C (4.74758, 1.64709, -5.53407)  0.00
H (4.92786, 1.68670, -6.60535)  0.00
C (3.60778, 2.25645, -5.00583)  0.00
H (2.91538, 2.76771, -5.66729)  0.00
C (0.88854, 3.44721, -4.27910)  0.00
C (0.91633, 4.71067, -4.88670)  0.00
H (1.56848, 5.48401, -4.49255)  0.00
C (0.11391, 4.98023, -5.99634)  0.00
H (0.14626, 5.96598, -6.45366)  0.00
C (-0.72001, 3.99501, -6.51813)  0.00
H (-1.34295, 4.20794, -7.38361)  0.00
C (-0.75630, 2.73411, -5.92055)  0.00
H (-1.40814, 1.96160, -6.32079)  0.00
C (0.02989, 2.46357, -4.80783)  0.00
H (-0.01073, 1.48581, -4.33643)  0.00
C (-0.02034, -5.03096, 0.95011)  0.00
Si (-0.50969, -4.27299, 2.58627)  0.00
C (-1.08682, -5.62178, 3.74702)  0.00
C (1.02072, -3.58050, 3.41100)  0.00
Si (-2.18577, -2.72436, 2.23283)  0.00
Te (-2.10757, -1.33202, 0.12526)  -0.01
Si (-4.14282, -3.82318, 1.74027)  0.00
C (-4.77856, -5.00988, 3.03570)  0.00
C (-5.47591, -2.53932, 1.44886)  0.00
C (-3.88823, -4.77435, 0.14813)  0.00
Si (-2.50916, -1.44595, 4.14443)  0.00
C (-3.32132, -2.45219, 5.49431)  0.00
C (-0.97039, -0.72770, 4.94559)  0.00
C (-3.59020, 0.01887, 3.70755)  0.00
H (0.77700, -5.76668, 1.13792)  0.00
H (0.35007, -4.24947, 0.27725)  0.00
H (-0.87796, -5.53771, 0.49253)  0.00
H (-0.24312, -6.30862, 3.91585)  0.00
H (-1.39614, -5.18348, 4.70355)  0.00
H (-1.90982, -6.17991, 3.29200)  0.00
H (1.46000, -2.75543, 2.83990)  0.00
H (0.77852, -3.23872, 4.42144)  0.00
H (1.75799, -4.39180, 3.48465)  0.00
H (-4.98665, -4.49062, 3.97652)  0.00
H (-5.71743, -5.43945, 2.65640)  0.00
H (-4.06685, -5.82266, 3.20961)  0.00
H (-5.16182, -1.83269, 0.67438)  0.00
H (-6.38476, -3.06728, 1.12093)  0.00
H (-5.68910, -2.01134, 2.38515)  0.00
H (-3.54933, -4.09894, -0.64343)  0.00
H (-3.15338, -5.57150, 0.30934)  0.00
H (-4.85280, -5.22391, -0.13423)  0.00
H (-2.69275, -3.31419, 5.74878)  0.00
H (-3.43352, -1.80666, 6.37912)  0.00
H (-4.31456, -2.77884, 5.17015)  0.00
H (-0.44132, -0.03252, 4.28603)  0.00
H (-1.29420, -0.16513, 5.83251)  0.00
H (-0.29743, -1.52640, 5.27220)  0.00
H (-3.08381, 0.62698, 2.94960)  0.00
H (-4.56251, -0.31373, 3.32750)  0.00
H (-3.74091, 0.61681, 4.61959)  0.00

Output
Total charge: 0
HOMO level (alpha / beta): -6.78 / -6.80 eV
Molar mass: 879.0 g mol⁻¹
Multiplicity: 3


(4)
DFT (ωB97M-V/def2-TZVPD) results for a gas-phase ion, C5H13N2O (charge +1) at a distorted geometry.

Each line ends with the Löwdin charge.
Atoms and positions in Å:
C (2.16748, -1.55538, 0.18833)  -0.14
N (1.34641, -0.82943, 1.10117)  -0.18
C (-0.07771, -1.03022, 0.96849)  -0.13
C (-0.78515, 0.39689, 0.39866)  -0.14
N (0.41620, 1.43874, -0.07934)  0.17
C (-1.51938, 0.14580, -0.88716)  -0.16
C (-2.29329, 1.38189, -1.26900)  -0.11
O (-1.63972, 2.49418, -1.28545)  -0.02
H (1.57119, -1.90209, -0.67543)  0.09
H (3.22031, -0.92077, -0.00941)  0.14
H (2.54437, -2.43378, 0.68961)  0.06
H (1.61548, -0.68030, 2.10290)  0.15
H (-0.51224, -0.98388, 1.98436)  0.12
H (-0.42202, -1.90133, 0.51121)  0.10
H (-1.29591, 1.06550, 1.09210)  0.15
H (-0.06474, 2.32168, -0.41396)  0.13
H (1.14087, 1.62624, 0.62094)  0.14
H (0.92173, 0.97712, -0.91566)  0.18
H (-0.91523, -0.20539, -1.86343)  0.19
H (-2.07633, -0.76778, -0.78066)  0.11
H (-3.34232, 1.36233, -1.47828)  0.13

Output
Total charge: +1
SMILES: CNC[C@@H]([NH3+])CC=O
Relative energy (zero: lowest compared OMol25 entry of this formula, charge and spin): 82.2 kcal/mol
HOMO level: -12.74 eV
Molar mass: 117.2 g mol⁻¹


(5)
DFT (ωB97M-V/def2-TZVPD) results for a molecular structure, C12H16AlBr4Cl2F2Mg2N2O9 at a distorted geometry.

Each line ends with the Löwdin charge.
Atoms and positions in Å:
C (0.73656, 1.26102, -3.71213)  -0.27
C (0.97866, -0.02088, -2.90121)  -0.20
C (2.34736, 0.08515, -2.16755)  -0.59
Br (3.73971, 0.96674, -3.22960)  0.81
C (2.74889, -1.28256, -1.71192)  -0.13
C (2.32116, -1.92221, -0.63273)  -0.05
C (1.30160, -1.37211, 0.31265)  -0.09
C (0.88337, -2.36505, 1.40889)  -0.35
C (0.09162, -1.52593, 2.43401)  -0.18
C (-0.09276, -3.45710, 0.87159)  -0.04
C (3.02468, -3.23319, -0.57260)  -0.40
O (2.87066, -4.16118, 0.14037)  0.17
O (4.02505, -3.19874, -1.53341)  0.17
C (3.72583, -2.20855, -2.41688)  -0.40
O (4.11805, -2.12758, -3.54531)  0.14
H (1.09024, 2.12239, -3.14140)  0.02
H (-0.37143, 1.38657, -3.84126)  -0.01
H (1.28333, 1.26371, -4.67497)  0.01
H (0.22914, -0.05938, -2.11145)  0.11
H (1.00991, -0.92914, -3.50007)  0.14
H (2.26525, 0.68677, -1.26182)  0.10
H (1.57936, -0.39083, 0.71122)  0.14
H (0.39564, -1.18958, -0.28193)  0.12
H (1.72022, -2.87758, 1.87911)  0.14
H (0.67873, -0.72090, 2.87515)  0.12
H (-0.37281, -2.20057, 3.21164)  -0.05
H (-0.75221, -1.08831, 1.85588)  0.03
H (-0.10621, -3.53012, -0.21524)  0.09
H (0.15269, -4.41818, 1.31994)  0.10
H (-1.12071, -3.22019, 1.19823)  -0.01
Mg (-0.46132, 2.00993, -5.80173)  1.05
C (0.88986, 5.65004, -2.69409)  -1.67
Br (2.65848, 4.88768, -2.55451)  0.59
Br (0.50253, 6.23095, -4.49336)  0.53
Br (-0.44855, 4.42824, -2.04997)  0.56
H (0.82192, 6.53748, -2.03243)  -0.16
F (-2.50942, 4.83719, -0.17878)  -0.75
Cl (-0.77831, 7.73441, -1.51680)  -0.20
Cl (-3.25394, 2.78441, -0.61270)  0.05
Al (-2.18510, -2.07380, 3.05720)  1.08
F (1.66163, -4.92065, -1.64033)  -0.37
N (-4.80236, 1.18879, 4.20345)  -0.60
O (-3.78809, 0.83220, 3.58789)  0.03
O (-4.80287, 2.23881, 4.82468)  0.16
O (-5.80147, 0.47536, 4.18722)  0.15
Mg (-3.43185, 5.86479, -1.65180)  1.10
N (-3.69391, -2.25061, 7.15902)  -0.60
O (-2.70750, -2.19368, 7.87872)  0.15
O (-4.62087, -3.00016, 7.41708)  0.17
O (-3.75046, -1.53389, 6.14404)  0.06

Output
Total charge: +1
HOMO level: -10.30 eV
Molar mass: 836.4 g mol⁻¹


(6)
DFT (ωB97M-V/def2-TZVPD) results for a gas-phase ion, C5H6N (charge +1) at a distorted geometry.

Each line ends with the Löwdin charge.
Atoms and positions in Å:
C (2.88975, 0.32420, -0.04301)  0.16
C (1.73672, -0.07159, -0.14275)  -0.05
C (0.32151, -0.66991, -0.05721)  -0.11
C (-0.85116, -0.10989, 0.74960)  -0.10
N (-1.31256, 0.91618, -0.21479)  0.21
C (-1.13465, -0.50821, -0.62464)  -0.02
H (3.84782, 0.71010, -0.08815)  0.03
H (0.57837, -1.71218, -0.00519)  0.14
H (-1.50465, -0.22241, 1.71994)  0.21
H (-2.24169, 1.13009, -0.01436)  0.16
H (-0.55284, 1.56858, -0.52079)  0.21
H (-1.77660, -1.35497, -0.75864)  0.16

Output
Total charge: +1
SMILES: C#C[C@H]1[C@H]2[NH2+][C@@H]12
Relative energy (zero: lowest compared OMol25 entry of this formula, charge and spin): 133.8 kcal/mol
HOMO level: -14.38 eV
Molar mass: 80.1 g mol⁻¹


Which formula does entry 6 have?
C5H6N